Record 1
This record from the OMol25 dataset describes C15H43HoP3 as an isolated structure. The level of theory is ωB97M-V/def2-TZVPD.

Positions of all 62 atoms, in Å:
Ho  -1.1846  0.0685  0.3506
H  2.2629  0.5144  0.6718
H  2.2722  -0.2922  0.5857
P  -0.0695  2.5687  -0.4800
P  -0.1709  -2.5020  -0.3980
C  -1.3687  -3.6547  0.3970
H  -1.2523  -4.6807  0.0079
H  -1.2100  -3.6714  1.4868
H  -2.4012  -3.3256  0.2013
C  -0.4138  -2.9457  -2.1405
H  0.3939  -2.5386  -2.7515
H  -0.4530  -4.0266  -2.3127
H  -1.3456  -2.5074  -2.4947
C  1.3833  -3.4601  -0.1186
H  1.6782  -3.4215  0.9378
H  1.2784  -4.5219  -0.4018
H  2.2076  -3.0407  -0.7104
C  -0.4349  3.0077  -2.2103
H  -0.3863  4.0937  -2.3799
H  0.2855  2.5158  -2.8772
H  -1.4383  2.6500  -2.4642
C  -1.0712  3.8127  0.4342
H  -0.8137  3.8001  1.5080
H  -0.8748  4.8205  0.0261
H  -2.1469  3.5936  0.3234
C  1.6002  3.3723  -0.3605
H  2.3196  2.8652  -1.0269
H  1.5473  4.4398  -0.6539
H  1.9792  3.3103  0.6724
H  -0.7751  0.0152  -1.8214
H  -1.6098  0.0543  -1.8940
C  -2.7354  2.5636  3.5103
C  -1.3736  2.0703  4.0054
C  -1.3910  1.8566  5.5277
P  -0.6066  0.7096  2.9643
C  0.7580  0.0934  4.0672
C  0.3900  -1.0030  5.0670
C  1.9908  -0.3249  3.2791
C  -2.0211  -0.5818  2.7683
C  -2.7351  -0.9214  4.0729
C  -3.1379  -0.1775  1.6798
H  -3.5529  1.8723  3.7456
H  -2.7537  2.7968  2.4393
H  -2.9670  3.5054  4.0298
H  -0.6272  2.8636  3.8109
H  -2.0435  1.0321  5.8388
H  -0.3903  1.7055  5.9471
H  -1.7901  2.7727  5.9857
H  1.0307  1.0006  4.6253
H  0.0447  -1.9167  4.5710
H  1.2896  -1.2794  5.6350
H  -0.3463  -0.6997  5.8173
H  2.4083  0.4806  2.6732
H  2.7556  -0.6198  4.0044
H  1.7997  -1.1770  2.6199
H  -1.4635  -1.4926  2.4391
H  -3.2799  -0.0695  4.4784
H  -3.4657  -1.7062  3.8595
H  -2.0646  -1.3141  4.8353
H  -3.1217  0.1585  0.4916
H  -3.7375  -1.0830  1.5783
H  -3.6961  0.6607  2.0934

Atoms 1-6, force components in eV/Å:
Ho 2.6 -0.2 -1.3
H 0.0 -2.0 -0.5
H -0.1 2.0 0.0
P 0.4 1.0 -0.3
P 0.4 -1.2 -0.1
C -0.2 -0.2 0.1

Net charge: +1
Highest occupied orbital energy (spin up / spin down), Eh: -0.292 / -0.285
Energy relative to the best compared isomer or geometry (same formula, charge and spin), kJ/mol: 0.0
Kohn-Sham gap (spin up / spin down), eV: 5.379 / 5.417
Molar mass, u: 481.36
Energy, eV: -69906.496
Spin multiplicity: 5

Results of the natural (NBO) charge analysis, in e, for atoms 1 through 2:
1. Ho 0.5216
2. H 0.0029

Record 2
This record from the OMol25 dataset describes C15H44Ag2N7O6 as an isolated structure. The level of theory is ωB97M-V/def2-TZVPD.

Positions of all 74 atoms, in Å:
Ag  -3.6164  9.6813  17.2898
Ag  -4.6832  6.8030  19.4150
C  -6.0705  9.8109  20.2330
O  -5.0831  9.2074  19.4221
H  -7.0477  9.6980  19.7636
H  -6.0122  9.4823  21.2706
H  -5.9470  10.8608  20.4986
C  -8.6175  13.6808  25.4659
C  -7.4676  12.8147  25.1031
C  -7.6185  12.0598  23.7550
O  -8.7408  11.1721  23.8245
C  -8.7860  10.2444  22.7635
N  -6.2499  13.6104  25.1916
H  -8.2977  14.3213  26.2879
H  -9.4231  13.1482  25.9712
H  -8.8493  14.3547  24.6411
H  -7.4701  12.0478  25.8777
H  -6.7036  11.5448  23.4619
H  -7.8101  12.6728  22.8743
H  -8.1479  9.3921  22.9972
H  -8.6108  10.7450  21.8113
H  -9.7758  9.7887  22.7925
H  -5.6738  13.0531  25.8061
H  -6.4841  14.4151  25.7552
C  -8.0280  5.3001  16.9819
C  -6.8525  6.1664  16.5677
C  -7.0394  7.5854  17.0493
O  -8.1781  8.2766  16.4778
C  -8.3078  9.6249  16.9943
N  -5.6306  5.5954  17.1543
H  -8.2108  5.3210  18.0563
H  -7.9280  4.2402  16.7480
H  -8.9149  5.7136  16.5019
H  -6.7125  6.1782  15.4868
H  -6.1172  8.1039  16.7870
H  -7.0955  7.6800  18.1337
H  -7.4075  10.2282  16.8777
H  -8.6911  9.5473  18.0117
H  -9.0887  10.1584  16.4523
H  -4.9078  6.2747  16.9639
H  -5.3606  4.7718  16.6357
C  -5.9722  6.3482  23.9474
C  -6.0405  5.7566  22.4944
C  -7.3799  6.1699  21.8569
O  -8.4943  5.6412  22.5721
C  -9.6724  5.8280  21.7593
N  -4.9278  6.2670  21.7159
H  -5.8785  7.4275  23.8276
H  -5.0230  6.0688  24.4044
H  -6.7920  6.0734  24.6111
H  -5.9918  4.6744  22.6149
H  -7.3496  5.7424  20.8547
H  -7.4967  7.2524  21.8052
H  -10.4241  5.1412  22.1484
H  -9.6370  5.6467  20.6851
H  -10.0775  6.8103  22.0024
H  -5.1484  7.2454  21.8348
H  -4.1298  6.0462  22.2944
C  -3.1296  9.2329  22.8544
O  -2.8850  8.7579  23.9701
N  -2.8923  8.7260  21.6872
N  -3.8696  10.3627  22.6518
H  -3.2965  9.3136  20.9720
H  -2.4478  7.8259  21.5760
H  -4.4473  10.5773  21.8515
H  -3.9950  10.8727  23.5144
C  -3.0208  12.8966  18.4521
O  -3.1642  12.1992  17.3689
N  -3.5266  12.5309  19.5751
N  -2.3598  13.9975  18.4805
H  -3.9053  11.5954  19.6123
H  -3.0870  13.0323  20.3336
H  -1.7712  14.1931  17.6834
H  -2.2801  14.4773  19.3656

Atoms 1-6, force components in eV/Å:
Ag 0.0 1.4 0.0
Ag -0.8 -1.0 0.3
C -0.1 -0.1 -1.3
O -0.3 0.8 1.1
H -0.1 -0.4 0.4
H -0.2 -1.2 0.4

Net charge: +2
Highest occupied orbital energy (spin up / spin down), Eh: -0.497 / -0.497
Kohn-Sham gap (spin up / spin down), eV: 5.014 / 3.031
Molar mass, u: 634.30
Energy, eV: -46962.151
Spin multiplicity: 2

Results of the Mulliken charge analysis, in e, for atoms 1 through 2:
1. Ag 0.7229
2. Ag 0.4999

Record 3
This record from the OMol25 dataset describes a 7-piece molecular cluster, C15H44FO11P overall. The level of theory is ωB97M-V/def2-TZVPD.

Positions of all 72 atoms, in Å:
C  -1.7718  0.1304  1.8647
C  -1.0497  0.9318  0.7783
O  -0.0767  0.0924  0.1306
P  1.5437  0.5280  0.3729
O  1.3504  0.4846  2.0180
O  1.2825  1.9074  -0.5321
C  2.0409  -1.0585  -0.4266
C  1.5990  -1.2134  -1.8875
C  0.2788  -1.9352  -2.1037
O  -0.0741  -2.7733  -0.9967
C  -1.3649  -3.0517  -0.9409
C  -1.8768  -3.4474  0.3995
O  -2.0868  -2.9997  -1.8577
C  3.3508  1.0890  0.6669
C  3.9969  1.8547  -0.4745
F  3.3551  1.9870  1.7429
H  -2.8450  0.2032  1.8070
H  -1.3799  0.3837  2.8431
H  -1.5335  -0.9124  1.6870
H  -1.7867  1.1746  0.0191
H  -0.6526  1.8743  1.1305
H  1.3269  -0.4409  2.2976
H  1.3611  1.7202  -1.4770
H  1.7173  -1.8566  0.2274
H  3.1214  -1.0937  -0.4227
H  1.5115  -0.2313  -2.3386
H  2.3999  -1.7068  -2.4245
H  -0.4915  -1.2090  -2.3086
H  0.3244  -2.5605  -2.9874
H  -2.3415  -4.4207  0.3239
H  -1.1002  -3.5056  1.1550
H  -2.6399  -2.7587  0.7279
H  3.9953  0.2765  0.9839
H  5.0679  1.8358  -0.3351
H  3.7137  1.4778  -1.4469
H  3.7003  2.8859  -0.3693
C  0.3947  4.8964  -1.0976
O  0.6223  5.9212  -2.0657
H  1.1552  4.1361  -1.2226
H  0.4638  5.3052  -0.0864
H  -0.5903  4.4451  -1.2465
H  -0.0569  6.5925  -1.9461
C  -3.7802  3.6511  0.1799
O  -3.7482  2.5505  1.0840
H  -3.1995  3.3806  -0.6992
H  -4.8082  3.8686  -0.1214
H  -3.3392  4.5382  0.6409
H  -4.2643  2.7996  1.8589
C  -6.2625  0.9576  -1.2922
O  -6.2039  1.0149  0.1273
H  -7.3041  1.0480  -1.5911
H  -5.6918  1.7797  -1.7346
H  -5.8686  0.0053  -1.6571
H  -5.2754  0.9415  0.3817
C  -3.4640  -2.2911  3.7706
O  -4.2032  -1.0755  3.7809
H  -2.4316  -2.0694  4.0295
H  -3.8710  -2.9959  4.5006
H  -3.4948  -2.7397  2.7755
H  -5.1122  -1.2917  3.5475
C  3.0174  -5.1999  1.0436
O  2.2971  -3.9777  1.1736
H  4.0542  -5.0080  1.3070
H  2.6126  -5.9587  1.7177
H  2.9716  -5.5644  0.0143
H  1.3799  -4.1552  0.9364
C  6.5156  0.1623  -2.9928
O  6.5687  0.1827  -1.5699
H  5.4888  0.3575  -3.2928
H  7.1625  0.9359  -3.4135
H  6.8196  -0.8153  -3.3758
H  7.4799  0.0103  -1.3110

Atoms 1-6, force components in eV/Å:
C 0.8 0.0 -0.2
C -1.0 -0.9 -0.5
O 0.4 0.4 0.4
P 0.3 -0.6 -0.1
O 0.2 -0.1 -0.3
O 0.2 -0.1 0.3

Net charge: 0
Highest occupied orbital energy, Eh: -0.337
Kohn-Sham gap, eV: 9.617
Molar mass, u: 450.48
Energy, eV: -50794.638
SMILES: CCOP(O)(O)(CCCOC(C)=O)[C@@H](C)F.CO.CO.CO.CO.CO.CO

Results of the Mulliken charge analysis, in e, for atoms 1 through 2:
1. C -0.8175
2. C -0.1468

Look up the net charge of the third one. 0

What is the energy in the third record? -50794.638 eV

What is the formula in the second record? C15H44Ag2N7O6